1.
ORCA calculation (ωB97M-V with the def2-TZVPD basis set) on a cluster of 11 separate species, C23H35Cl30N3O4 in total at a distorted geometry.

F_max: 4.05 eV Å⁻¹
HOMO: -10.0 eV
SMILES: CCN[C@@](N)(OC(=O)CCC(C)C)N(C(C)=O)C(C)=O.ClC(Cl)Cl.ClC(Cl)Cl.ClC(Cl)Cl.ClC(Cl)Cl.ClC(Cl)Cl.ClC(Cl)Cl.ClC(Cl)Cl.ClC(Cl)Cl.ClC(Cl)Cl.ClC(Cl)Cl
HOMO-LUMO gap: 10.09 eV
lowest unoccupied orbital energy: 0.10 eV

Element x y z (Å)
1 C 5.223 -2.126 2.351
2 C 3.959 -2.978 2.485
3 N 2.820 -2.282 1.854
4 C 1.785 -3.210 1.372
5 N 1.520 -4.190 2.369
6 O 0.672 -2.340 1.025
7 C -0.553 -2.731 1.442
8 O -1.065 -3.726 1.094
9 C -1.284 -1.762 2.345
10 C -2.673 -1.473 1.776
11 C -3.768 -2.537 2.045
12 C -3.478 -3.538 3.166
13 C -4.164 -3.295 0.763
14 N 2.326 -3.812 0.150
15 C 3.100 -2.858 -0.655
16 C 2.484 -1.682 -1.353
17 O 4.243 -3.035 -0.720
18 C 1.334 -4.508 -0.609
19 C 1.090 -5.954 -0.231
20 O 0.741 -4.046 -1.514
21 H 4.964 -1.079 2.497
22 H 5.627 -2.219 1.348
23 H 6.002 -2.455 3.034
24 H 3.780 -3.222 3.533
25 H 4.163 -3.915 1.983
26 H 2.371 -1.763 2.604
27 H 0.951 -4.965 2.057
28 H 1.205 -3.799 3.247
29 H -0.716 -0.829 2.292
30 H -1.259 -2.060 3.390
31 H -2.546 -1.436 0.693
32 H -3.028 -0.487 2.047
33 H -4.656 -1.993 2.361
34 H -4.398 -4.069 3.407
35 H -3.200 -3.003 4.072
36 H -2.740 -4.293 2.905
37 H -4.783 -2.641 0.155
38 H -4.687 -4.200 1.060
39 H -3.283 -3.565 0.187
40 H 1.841 -1.986 -2.174
41 H 3.262 -1.026 -1.714
42 H 1.851 -1.112 -0.678
43 H 1.922 -6.358 0.342
44 H 0.215 -5.988 0.421
45 H 0.879 -6.529 -1.119
46 C -1.641 -2.576 -2.436
47 Cl -3.398 -2.595 -2.666
48 Cl -0.806 -2.781 -3.979
49 Cl -1.131 -1.083 -1.642
50 H -1.367 -3.405 -1.793
51 C -3.128 0.666 4.887
52 Cl -4.646 0.246 4.090
53 Cl -3.373 1.956 6.060
54 Cl -2.404 -0.753 5.649
55 H -2.440 1.023 4.130
56 C 0.211 2.349 -2.917
57 Cl -0.041 2.385 -1.168
58 Cl -1.182 1.639 -3.730
59 Cl 0.531 3.971 -3.532
60 H 1.075 1.731 -3.122
61 C -3.338 -1.754 -6.562
62 Cl -5.090 -1.773 -6.776
63 Cl -2.516 -1.954 -8.112
64 Cl -2.820 -0.268 -5.769
65 H -3.065 -2.586 -5.924
66 C 3.035 6.689 -5.843
67 Cl 4.264 7.917 -5.516
68 Cl 3.656 5.082 -5.460
69 Cl 1.560 7.027 -4.937
70 H 2.798 6.719 -6.899
71 C 0.581 4.322 -8.372
72 Cl 0.311 4.321 -6.630
73 Cl -0.790 3.612 -9.224
74 Cl 0.895 5.964 -8.954
75 H 1.457 3.719 -8.579
76 C 4.368 9.540 -1.922
77 Cl 5.799 8.903 -1.111
78 Cl 2.896 8.932 -1.157
79 Cl 4.385 11.304 -1.921
80 H 4.380 9.200 -2.950
81 C 1.058 -4.860 6.556
82 Cl 0.187 -3.427 5.995
83 Cl -0.060 -6.036 7.245
84 Cl 1.987 -5.573 5.237
85 H 1.748 -4.552 7.330
86 C 0.699 8.382 1.877
87 Cl 0.667 10.066 2.405
88 Cl 1.322 7.339 3.156
89 Cl -0.909 7.857 1.371
90 H 1.363 8.305 1.025
91 C -5.022 4.489 3.111
92 Cl -6.010 3.863 4.430
93 Cl -3.383 3.827 3.171
94 Cl -5.773 4.143 1.552
95 H -4.952 5.564 3.222

Mulliken population analysis, charges in e, atoms 1 to 2:
1. C -1.3132
2. C -0.1596

---

2.
ORCA calculation (ωB97M-V with the def2-TZVPD basis set) on a cluster of 7 separate species, C23H35Cl3O19S in total at a distorted geometry.

F_max: 2.82 eV Å⁻¹
HOMO: -10.7 eV
SMILES: C[C@H]1COC(=O)O1.C[C@H]1COC(=O)O1.C[C@H]1COC(=O)O1.C[C@H]1COC(=O)O1.C[C@H]1COC(=O)O1.O=S1(=O)OCCO1.ClC(Cl)Cl
HOMO-LUMO gap: 10.38 eV
lowest unoccupied orbital energy: -0.29 eV

Element x y z (Å)
1 C 16.994 25.511 -13.567
2 Cl 15.401 26.260 -13.930
3 Cl 18.119 26.830 -13.504
4 Cl 17.489 24.232 -14.669
5 H 16.987 25.021 -12.597
6 C 22.720 22.625 -10.101
7 C 21.919 23.344 -11.187
8 C 21.411 22.392 -12.239
9 O 19.988 22.489 -12.322
10 C 19.616 23.399 -11.350
11 O 18.542 23.658 -10.929
12 O 20.731 23.986 -10.772
13 H 23.017 23.398 -9.394
14 H 23.568 22.069 -10.492
15 H 22.047 21.898 -9.638
16 H 22.622 24.093 -11.558
17 H 21.659 21.343 -12.071
18 H 21.795 22.686 -13.220
19 C 11.225 25.422 -15.123
20 C 12.429 25.254 -16.028
21 C 12.956 23.845 -16.155
22 O 12.969 23.633 -17.545
23 C 12.485 24.659 -18.237
24 O 12.451 24.728 -19.418
25 O 12.042 25.632 -17.364
26 H 10.884 26.455 -15.106
27 H 11.466 25.155 -14.091
28 H 10.430 24.750 -15.450
29 H 13.200 25.967 -15.725
30 H 12.429 23.202 -15.447
31 H 14.004 23.726 -15.866
32 C 15.578 26.414 -10.067
33 C 15.938 24.991 -9.749
34 C 15.368 24.490 -8.419
35 O 14.676 23.301 -8.763
36 C 14.573 23.163 -10.113
37 O 14.117 22.194 -10.612
38 O 15.167 24.240 -10.689
39 H 14.534 26.560 -9.788
40 H 15.699 26.637 -11.125
41 H 16.139 27.072 -9.396
42 H 17.005 24.760 -9.703
43 H 14.610 25.133 -7.960
44 H 16.172 24.373 -7.693
45 C 18.994 29.721 -10.831
46 C 18.279 28.598 -10.093
47 C 18.769 27.171 -10.127
48 O 18.437 26.759 -8.809
49 C 18.456 27.794 -7.959
50 O 18.565 27.774 -6.776
51 O 18.458 28.925 -8.697
52 H 18.518 30.668 -10.596
53 H 18.932 29.508 -11.902
54 H 20.060 29.733 -10.608
55 H 17.215 28.552 -10.343
56 H 19.813 26.927 -10.340
57 H 18.140 26.534 -10.749
58 C 18.222 27.017 -17.439
59 C 16.947 27.078 -18.253
60 C 15.688 26.575 -17.540
61 O 14.650 27.480 -17.834
62 C 15.209 28.649 -18.236
63 O 14.634 29.573 -18.740
64 O 16.515 28.469 -18.325
65 H 18.040 26.898 -16.369
66 H 18.871 27.885 -17.518
67 H 18.741 26.098 -17.724
68 H 17.156 26.807 -19.287
69 H 15.828 26.700 -16.462
70 H 15.591 25.496 -17.678
71 C 17.003 20.618 -13.956
72 C 16.828 20.913 -15.393
73 O 15.660 21.718 -15.414
74 S 14.549 21.235 -14.317
75 O 13.595 20.378 -14.953
76 O 14.059 22.338 -13.552
77 O 15.665 20.380 -13.453
78 H 17.354 21.460 -13.357
79 H 17.648 19.765 -13.751
80 H 16.587 20.140 -16.126
81 H 17.516 21.638 -15.831

Mulliken population analysis, charges in e, atoms 1 to 2:
1. C 0.4850
2. Cl -0.2160

---

3.
ORCA calculation (ωB97M-V with the def2-TZVPD basis set) on a structure of composition C23H35N3O3P2S2Ti.

F_max: 0.96 eV Å⁻¹
HOMO (alpha / beta): -5.3 / -7.0 eV
<S²>: 2.049
spin multiplicity: 3
HOMO-LUMO gap (alpha / beta): 5.63 / 7.40 eV
lowest unoccupied orbital energy (alpha / beta): 0.37 / 0.36 eV

Element x y z (Å)
1 Ti -0.521 0.038 0.220
2 N -0.918 0.114 2.380
3 C -0.406 1.108 3.344
4 C 1.107 1.174 3.378
5 N 1.654 1.571 2.077
6 H -1.931 0.077 2.426
7 H -0.592 -0.816 2.671
8 H -0.759 0.877 4.349
9 H -0.814 2.082 3.067
10 H 1.503 0.185 3.623
11 H 1.393 1.850 4.187
12 H 2.666 1.618 2.116
13 H 1.329 2.498 1.822
14 C 1.232 2.600 -1.077
15 C 0.011 2.992 -0.303
16 C -0.183 4.323 0.028
17 C -1.320 4.751 0.675
18 C -2.366 3.805 0.898
19 C -3.611 4.186 1.429
20 C -4.618 3.262 1.579
21 C -4.416 1.940 1.185
22 C -3.200 1.524 0.659
23 S -2.981 -0.124 0.079
24 C -2.145 2.454 0.552
25 N -0.893 2.007 0.050
26 H 1.342 3.239 -1.957
27 H 1.164 1.575 -1.424
28 H 2.148 2.691 -0.490
29 H 0.589 5.031 -0.255
30 H -1.469 5.791 0.935
31 H -3.762 5.224 1.704
32 H -5.576 3.563 1.987
33 H -5.216 1.213 1.266
34 C 2.998 -1.587 1.282
35 P 2.096 -0.835 -0.115
36 C 3.445 0.120 -0.909
37 C 1.966 -2.186 -1.361
38 C 2.833 -3.274 -1.377
39 C 2.734 -4.248 -2.359
40 C 1.768 -4.139 -3.349
41 C 0.896 -3.062 -3.341
42 C 0.974 -2.086 -2.350
43 P -0.243 -0.706 -2.293
44 C 0.246 0.276 -3.754
45 C -1.781 -1.481 -2.890
46 H 2.386 -2.357 1.755
47 H 3.193 -0.807 2.020
48 H 3.953 -2.006 0.966
49 H 4.290 -0.546 -1.082
50 H 3.762 0.954 -0.279
51 H 3.110 0.521 -1.864
52 H 3.585 -3.386 -0.605
53 H 3.406 -5.098 -2.344
54 H 1.683 -4.899 -4.117
55 H 0.133 -2.996 -4.108
56 H 0.316 -0.376 -4.624
57 H 1.210 0.761 -3.593
58 H -0.500 1.051 -3.939
59 H -1.697 -1.799 -3.930
60 H -2.588 -0.757 -2.787
61 H -2.017 -2.334 -2.256
62 C -2.174 -3.673 1.420
63 S -0.511 -3.174 1.217
64 O -0.042 -2.689 2.508
65 O 0.232 -4.267 0.657
66 O -0.624 -2.014 0.253
67 H -2.194 -4.409 2.223
68 H -2.510 -4.116 0.482
69 H -2.776 -2.796 1.663

Mulliken population analysis, charges in e, atoms 1 to 2:
1. Ti 0.5286
2. N -0.3169

---

4.
ORCA calculation (ωB97M-V with the def2-TZVPD basis set) on a cluster of 4 separate species, C23H35N3O4S in total at a distorted geometry.

F_max: 9.99 eV Å⁻¹
HOMO: -8.2 eV
SMILES: O=S1(=O)OC[C@H](CCCc2ccccc2)O1.CCCC#N.CCCC#N.CCCC#N
HOMO-LUMO gap: 8.55 eV
lowest unoccupied orbital energy: 0.32 eV

Element x y z (Å)
1 O 2.961 1.111 -1.535
2 S 2.634 0.092 -0.416
3 O 3.699 0.090 0.707
4 O 1.064 0.137 0.313
5 C 0.242 -0.282 -0.871
6 C 0.954 -1.734 -1.247
7 C 0.515 -3.028 -0.340
8 C 1.850 -3.662 0.388
9 C 1.474 -4.701 1.643
10 C 2.534 -4.274 2.864
11 C 4.099 -4.717 2.628
12 C 5.174 -4.250 3.815
13 C 4.650 -3.401 5.135
14 C 3.056 -2.992 5.304
15 C 1.960 -3.433 4.151
16 O 2.386 -1.353 -1.335
17 H 0.402 0.432 -1.787
18 H -0.927 -0.316 -0.663
19 H 0.641 -1.885 -2.370
20 H -0.017 -3.809 -1.031
21 H -0.229 -2.615 0.496
22 H 2.418 -2.734 0.880
23 H 2.594 -4.196 -0.349
24 H 1.630 -5.834 1.311
25 H 0.359 -4.575 1.988
26 H 4.474 -5.300 1.658
27 H 6.311 -4.507 3.688
28 H 5.423 -3.054 5.951
29 H 2.625 -2.384 6.228
30 H 0.809 -3.158 4.172
31 C -1.516 2.854 0.996
32 C -3.039 2.816 0.917
33 C -3.657 1.787 1.866
34 C -3.156 0.396 1.513
35 N -2.741 -0.758 1.220
36 H -1.071 1.900 0.696
37 H -1.120 3.622 0.323
38 H -1.181 3.086 2.013
39 H -3.335 2.595 -0.115
40 H -3.432 3.809 1.160
41 H -4.749 1.808 1.782
42 H -3.392 2.013 2.904
43 C -4.856 -1.661 -1.835
44 C -5.376 -0.871 -3.032
45 C -4.253 -0.319 -3.913
46 C -3.379 0.623 -3.101
47 N -2.654 1.404 -2.428
48 H -4.261 -1.033 -1.164
49 H -5.692 -2.059 -1.251
50 H -4.235 -2.503 -2.160
51 H -6.002 -0.047 -2.668
52 H -6.018 -1.521 -3.635
53 H -4.677 0.226 -4.763
54 H -3.637 -1.134 -4.306
55 C 1.849 6.068 -3.019
56 C 2.535 5.025 -2.142
57 C 1.576 4.348 -1.161
58 C 0.973 5.388 -0.231
59 N 0.474 6.251 0.541
60 H 1.437 6.889 -2.423
61 H 2.565 6.504 -3.722
62 H 1.033 5.618 -3.597
63 H 3.351 5.508 -1.590
64 H 2.988 4.262 -2.785
65 H 2.112 3.601 -0.566
66 H 0.771 3.838 -1.701

Mulliken population analysis, charges in e, atoms 1 to 2:
1. O -0.5317
2. S 1.1254

---

5.
ORCA calculation (ωB97M-V with the def2-TZVPD basis set) on a cluster of 11 separate species, C23H36F7N3O23 in total at a distorted geometry.

F_max: 5.27 eV Å⁻¹
HOMO: -12.2 eV
HOMO-LUMO gap: 5.43 eV
total charge: +2
lowest unoccupied orbital energy: -6.77 eV

Element x y z (Å)
1 N 10.181 14.925 3.452
2 H 10.907 14.866 2.752
3 H 9.747 15.803 3.207
4 H 10.585 14.895 4.377
5 H 9.483 14.195 3.463
6 N 9.597 19.947 7.081
7 H 9.123 19.591 6.263
8 H 10.561 20.049 6.796
9 H 9.674 19.211 7.768
10 H 9.225 20.842 7.364
11 N 12.650 18.735 -0.191
12 H 12.979 17.802 -0.393
13 H 12.759 19.291 -1.027
14 H 13.074 19.166 0.618
15 H 11.667 18.577 -0.019
16 C 6.800 20.059 1.056
17 C 7.685 19.079 1.865
18 O 8.498 18.377 1.261
19 O 7.476 18.988 3.123
20 H 5.819 19.585 1.049
21 H 6.932 19.964 -0.022
22 H 6.849 21.060 1.486
23 C 3.867 26.312 0.170
24 C 3.579 26.796 -1.255
25 O 4.290 28.073 -1.266
26 C 5.109 28.176 -0.248
27 O 5.778 29.112 -0.049
28 O 4.925 27.118 0.589
29 F 2.284 26.990 -1.465
30 H 4.202 25.277 0.240
31 H 3.021 26.337 0.857
32 H 4.056 26.229 -2.054
33 C 3.956 15.799 3.848
34 C 3.546 14.648 2.966
35 O 2.172 14.692 3.113
36 C 1.784 15.297 4.262
37 O 0.630 15.218 4.728
38 O 2.876 15.925 4.762
39 F 4.146 13.547 3.461
40 H 4.005 16.725 3.276
41 H 4.918 15.613 4.327
42 H 3.823 14.811 1.925
43 C -0.621 16.255 -0.511
44 C 0.755 16.248 -1.163
45 O 1.071 14.920 -1.424
46 C -0.031 14.147 -1.107
47 O -0.064 12.941 -1.359
48 O -1.121 14.971 -0.700
49 F 1.603 16.833 -0.340
50 H -1.321 16.905 -1.037
51 H -0.598 16.594 0.525
52 H 0.709 16.802 -2.101
53 C 4.241 21.951 5.789
54 C 4.098 22.849 4.569
55 O 3.068 23.716 4.971
56 C 2.299 23.125 5.891
57 O 1.298 23.539 6.406
58 O 2.954 21.998 6.348
59 F 3.555 22.142 3.584
60 H 4.964 22.436 6.445
61 H 4.431 20.886 5.657
62 H 4.949 23.390 4.156
63 C 1.601 22.721 -4.943
64 C 0.655 21.535 -4.953
65 O 0.415 21.516 -3.576
66 C 1.620 21.710 -2.980
67 O 1.963 21.412 -1.823
68 O 2.351 22.457 -3.813
69 F 1.152 20.417 -5.390
70 H 1.124 23.694 -4.827
71 H 2.174 22.572 -5.857
72 H -0.201 21.798 -5.574
73 C 7.805 15.528 -3.004
74 C 8.325 15.098 -4.418
75 O 7.526 13.966 -4.826
76 C 6.433 14.018 -4.099
77 O 5.449 13.356 -4.466
78 O 6.540 15.002 -3.120
79 F 9.619 14.841 -4.137
80 H 7.751 16.601 -2.820
81 H 8.403 15.085 -2.208
82 H 8.308 15.915 -5.139
83 C 10.355 26.430 -1.519
84 C 11.695 26.131 -0.913
85 O 11.835 24.716 -0.917
86 C 10.621 24.168 -1.195
87 O 10.459 22.958 -1.157
88 O 9.758 25.140 -1.478
89 F 11.590 26.429 0.331
90 H 10.472 26.695 -2.570
91 H 9.712 27.165 -1.034
92 H 12.464 26.616 -1.514

Mulliken population analysis, charges in e, atoms 1 to 2:
1. N -0.4765
2. H 0.3784

---

6.
ORCA calculation (ωB97M-V with the def2-TZVPD basis set) on a structure of composition C23H36N3NaOPS at a distorted geometry.

F_max: 4.94 eV Å⁻¹
HOMO: -9.7 eV
HOMO-LUMO gap: 5.14 eV
total charge: +1
lowest unoccupied orbital energy: -4.60 eV

Element x y z (Å)
1 C 7.072 3.088 0.450
2 C 5.485 3.230 0.827
3 P 4.475 3.649 -0.716
4 C 5.037 2.403 -2.076
5 C 2.627 3.205 -0.478
6 C 1.469 4.201 -0.719
7 C -0.018 3.716 -0.539
8 C -0.382 2.256 -0.136
9 C 0.823 1.270 0.128
10 N 0.724 -0.127 0.511
11 S 2.326 -0.730 0.609
12 N 3.281 0.643 0.241
13 C 2.335 1.704 -0.037
14 H 7.268 3.204 -0.677
15 H 7.499 2.060 0.753
16 H 7.717 3.885 0.970
17 H 5.194 2.196 1.263
18 H 5.383 4.010 1.677
19 H 4.095 2.180 -2.699
20 H 5.881 2.824 -2.718
21 H 5.322 1.435 -1.512
22 H 1.692 5.281 -1.047
23 H -0.863 4.462 -0.745
24 H -1.455 1.876 -0.032
25 N 1.533 0.464 4.957
26 C 2.532 0.054 4.158
27 C 3.573 -0.758 4.579
28 C 3.589 -1.170 5.904
29 C 2.570 -0.760 6.752
30 C 1.572 0.049 6.233
31 H 2.478 0.406 3.133
32 H 4.352 -1.060 3.890
33 H 4.387 -1.805 6.273
34 H 2.551 -1.062 7.792
35 H 0.752 0.393 6.856
36 C -5.966 -2.454 0.536
37 C -4.650 -3.209 0.658
38 C -3.519 -2.363 1.247
39 C -3.120 -1.136 0.422
40 C -2.688 -1.432 -1.016
41 C -1.447 -2.305 -1.100
42 H -5.882 -1.602 -0.142
43 H -6.744 -3.114 0.144
44 H -6.295 -2.087 1.512
45 H -4.362 -3.607 -0.323
46 H -4.807 -4.078 1.307
47 H -2.640 -3.005 1.396
48 H -3.813 -2.025 2.247
49 H -2.302 -0.622 0.940
50 H -3.952 -0.425 0.399
51 H -2.478 -0.481 -1.516
52 H -3.506 -1.898 -1.574
53 H -0.604 -1.835 -0.585
54 H -1.163 -2.455 -2.146
55 H -1.617 -3.285 -0.659
56 C -5.049 -0.965 -6.240
57 C -4.089 -0.281 -5.303
58 O -4.307 0.838 -4.879
59 C -2.846 -1.037 -4.910
60 H -5.896 -0.304 -6.436
61 H -4.551 -1.185 -7.187
62 H -5.421 -1.885 -5.786
63 H -2.250 -1.260 -5.798
64 H -3.121 -1.961 -4.395
65 H -2.248 -0.423 -4.232
66 Na -1.539 -4.788 -0.407

Mulliken population analysis, charges in e, atoms 1 to 2:
1. C -0.8816
2. C -0.2922